1.
Formula: C4H10O2
Source: the OMol25 dataset
Level of theory: ωB97M-V with the def2-TZVPD basis set

Computed properties:
* E: -8401.3812 eV
* max |F|: 0.00917 Eh/bohr
* HOMO energy: -7.9 eV
* Kohn-Sham gap: 8.93 eV
* relative energy (zero: lowest compared OMol25 entry of this formula, charge and spin): 401.9 kJ/mol
* LUMO level: 0.0365 Ha

```
! RIJCOSX wB97M-V def2-TZVPD def2/J DEFGRID3
* xyz 0 1
C -1.4936 -2.0411 0.5609
O -0.3224 -1.3364 0.8798
C 0.0963 -0.5009 -0.1683
C 0.7496 0.6908 0.2369
C 1.7803 1.3312 -0.6398
O -0.7474 1.7753 -0.1753
H -2.3363 -1.3601 0.3633
H -1.3556 -2.6757 -0.3278
H -1.7344 -2.6807 1.4149
H -0.8325 0.5825 -0.4615
H 0.5042 -1.0344 -1.0362
H 0.8037 0.9024 1.3052
H 1.8733 2.3998 -0.4421
H 1.5298 1.1876 -1.6950
H 2.7492 0.8514 -0.4530
H -1.2643 1.9085 0.6379
*
```

=====

2.
Formula: C4H10O2
Source: the OMol25 dataset
Level of theory: ωB97M-V with the def2-TZVPD basis set

Computed properties:
* E: -8402.5363 eV
* max |F|: 0.04362 Eh/bohr
* HOMO energy: -9.2 eV
* Kohn-Sham gap: 9.97 eV
* relative energy (zero: lowest compared OMol25 entry of this formula, charge and spin): 290.5 kJ/mol
* LUMO level: 0.0300 Ha

```
! RIJCOSX wB97M-V def2-TZVPD def2/J DEFGRID3
* xyz 0 1
C 1.5100 0.7215 -0.5153
C 0.1459 -0.3061 0.2975
C 0.1645 -1.5858 -0.5084
O 0.2896 -0.3146 1.5396
C -0.3342 0.8543 -0.3699
O -2.2143 0.3398 0.9914
H 1.7817 1.5724 0.0965
H 2.2213 -0.0866 -0.2256
H 1.6046 0.8516 -1.5799
H 0.2442 -1.4521 -1.5940
H 0.9752 -2.2219 -0.1535
H -0.7900 -2.0656 -0.2830
H -1.4110 0.0601 1.4979
H -0.4917 1.7664 0.2014
H -0.8774 0.8130 -1.3224
H -2.4789 1.1707 1.3951
*
```

=====

3.
Formula: C4H10O2
Source: the OMol25 dataset
Level of theory: ωB97M-V with the def2-TZVPD basis set

Computed properties:
* E: -8402.4270 eV
* max |F|: 0.15715 Eh/bohr
* HOMO energy: -9.5 eV
* Kohn-Sham gap: 10.33 eV
* relative energy (zero: lowest compared OMol25 entry of this formula, charge and spin): 301.0 kJ/mol
* LUMO level: 0.0322 Ha
* SMILES: C/C=C/CO.O

```
! RIJCOSX wB97M-V def2-TZVPD def2/J DEFGRID3
* xyz 0 1
C -0.4595 -1.7920 -2.0503
C 1.2595 0.9123 0.0714
O 1.0186 1.1601 1.4615
C 0.6090 -0.3303 -0.3286
C 0.1138 -0.4473 -1.6118
H 0.3255 -2.5200 -2.4699
H -0.9823 -2.5263 -1.5544
H -1.0693 -1.7697 -2.7675
H 0.9659 1.8323 -0.4303
H 2.4063 0.8645 -0.0219
H 0.0482 1.4757 1.4393
H 0.4935 -1.0951 0.5108
H -0.0523 0.3409 -2.2120
H -1.4016 0.2329 2.6365
H -1.6309 0.2302 1.1140
O -2.0485 0.4497 1.9475
*
```

=====

4.
Formula: C4H10O2
Source: the OMol25 dataset
Level of theory: ωB97M-V with the def2-TZVPD basis set

Computed properties:
* E: -8404.4867 eV
* max |F|: 0.02421 Eh/bohr
* HOMO energy: -9.7 eV
* Kohn-Sham gap: 10.35 eV
* relative energy (zero: lowest compared OMol25 entry of this formula, charge and spin): 102.3 kJ/mol
* LUMO level: 0.0232 Ha
* SMILES: CC(C)C=O.O

```
! RIJCOSX wB97M-V def2-TZVPD def2/J DEFGRID3
* xyz 0 1
C 1.6783 0.3968 1.3534
C 1.1660 -0.2165 0.0587
C -0.0090 -1.1557 0.4116
C 0.7115 0.6661 -1.0938
O 2.1828 1.4742 1.4942
H 1.6239 -0.2843 2.2294
H 2.0535 -0.7794 -0.2562
H -0.3591 -0.9187 1.4246
H -0.9139 -1.0733 -0.1869
H 0.2526 -2.2158 0.3782
H 0.5182 0.0661 -1.9852
H -0.1981 1.2278 -0.9066
H 1.5103 1.3376 -1.4142
H -3.5048 -0.2542 -0.3748
H -3.4218 1.2102 -0.2379
O -3.2904 0.5191 -0.8945
*
```

=====

5.
Formula: C4H10O2
Source: the OMol25 dataset
Level of theory: ωB97M-V with the def2-TZVPD basis set

Computed properties:
* E: -8398.7227 eV
* max |F|: 0.05707 Eh/bohr
* HOMO energy: -7.6 eV
* Kohn-Sham gap: 4.44 eV
* relative energy (zero: lowest compared OMol25 entry of this formula, charge and spin): 658.4 kJ/mol
* LUMO level: -0.1163 Ha

```
! RIJCOSX wB97M-V def2-TZVPD def2/J DEFGRID3
* xyz 0 1
O 2.4885 0.8530 0.4414
C 1.2022 1.5587 0.5025
C 0.2354 0.6401 1.1117
C -0.6321 -0.2671 0.3620
C -0.5917 -0.0957 -1.1414
H 1.4549 2.4753 1.0549
H 0.3005 0.4495 2.1765
H 0.9355 1.9474 -0.4743
H -1.6173 -0.3130 0.8155
H -0.2128 -1.3149 0.4395
H -1.1752 -0.9810 -1.4668
H -0.9469 0.8377 -1.5627
H 0.4276 -0.2729 -1.5182
H -2.3897 -3.1185 -0.6860
H 2.3256 -0.0052 0.8390
O -1.8046 -2.3934 -0.8939
*
```

=====

6.
Formula: C4H10O2
Source: the OMol25 dataset
Level of theory: ωB97M-V with the def2-TZVPD basis set

Computed properties:
* E: -8404.4114 eV
* max |F|: 0.03027 Eh/bohr
* HOMO energy: -9.7 eV
* Kohn-Sham gap: 10.39 eV
* relative energy (zero: lowest compared OMol25 entry of this formula, charge and spin): 109.6 kJ/mol
* LUMO level: 0.0265 Ha
* SMILES: C[C@@H](O)CCO

```
! RIJCOSX wB97M-V def2-TZVPD def2/J DEFGRID3
* xyz 0 1
C -2.1031 0.3945 0.4964
C -0.6128 0.0382 0.4804
O -0.3999 -1.3453 0.6853
C 0.1299 0.3356 -0.8243
C 1.6283 0.0977 -0.6259
O 2.0331 -1.1986 -0.0003
H -2.5714 0.0910 1.4404
H -2.2491 1.4795 0.3971
H -2.6482 -0.0960 -0.3160
H -0.1440 0.6342 1.2905
H 0.5743 -1.5160 0.4854
H 0.1963 1.3820 -1.1644
H -0.3367 -0.2504 -1.6308
H 1.9687 0.9264 0.0057
H 2.1069 0.1599 -1.6110
H 2.4277 -1.1327 0.8914
*
```

=====

Copy entry 1 word for word.
Formula: C4H10O2
Source: the OMol25 dataset
Level of theory: ωB97M-V with the def2-TZVPD basis set

Computed properties:
* E: -8401.3812 eV
* max |F|: 0.00917 Eh/bohr
* HOMO energy: -7.9 eV
* Kohn-Sham gap: 8.93 eV
* relative energy (zero: lowest compared OMol25 entry of this formula, charge and spin): 401.9 kJ/mol
* LUMO level: 0.0365 Ha

```
! RIJCOSX wB97M-V def2-TZVPD def2/J DEFGRID3
* xyz 0 1
C -1.4936 -2.0411 0.5609
O -0.3224 -1.3364 0.8798
C 0.0963 -0.5009 -0.1683
C 0.7496 0.6908 0.2369
C 1.7803 1.3312 -0.6398
O -0.7474 1.7753 -0.1753
H -2.3363 -1.3601 0.3633
H -1.3556 -2.6757 -0.3278
H -1.7344 -2.6807 1.4149
H -0.8325 0.5825 -0.4615
H 0.5042 -1.0344 -1.0362
H 0.8037 0.9024 1.3052
H 1.8733 2.3998 -0.4421
H 1.5298 1.1876 -1.6950
H 2.7492 0.8514 -0.4530
H -1.2643 1.9085 0.6379
*
```

=====

Question: What is the LUMO level in the second record?
Answer: 0.0300 Ha

=====

Question: Look up the HOMO energy of the sixth one.
Answer: -9.7 eV

=====

Question: The lowest relative energy (zero: lowest compared OMol25 entry of this formula, charge and spin) belongs to which entry?
Answer: number 4